Molecular formula: C18H31N3NbORb
Method: DFT, ωB97M-V/def2-TZVPD

Cartesian coordinates (Å):
Nb 0.453 -0.257 -0.333
Rb 0.277 0.992 -3.760
O 4.714 -0.945 -0.187
N -0.688 -1.575 -1.378
N 0.186 1.509 -1.252
N 2.395 -0.601 -0.707
C -0.266 0.202 2.833
C -2.094 0.074 4.959
C 3.572 -0.786 -0.429
C -1.416 -1.520 -2.665
C -0.275 -2.927 -0.918
C 0.773 0.317 1.734
C 0.885 -3.406 -1.789
C 2.335 2.638 -1.457
C 0.174 -0.110 4.133
C 0.164 -2.829 0.530
C -1.625 0.442 2.602
C -1.432 -3.922 -1.039
C -2.535 0.364 3.665
C 0.261 3.714 -2.431
C -1.291 1.467 -1.049
C 0.583 3.597 0.056
C 0.841 2.867 -1.267
C -0.729 -0.162 5.188
H -1.626 2.315 -0.432
H 1.727 -2.702 -1.758
H -2.165 -2.324 -2.698
H -0.486 3.650 0.302
H 1.238 -0.297 4.290
H -1.973 0.692 1.594
H 2.768 2.064 -0.627
H 0.321 4.773 -2.151
H -2.322 -3.551 -0.518
H -1.681 -4.142 -2.084
H -1.574 0.518 -0.508
H -0.692 -2.640 1.192
H 2.587 2.109 -2.395
H 1.664 -0.291 1.960
H -1.855 1.479 -2.006
H -1.999 -0.583 -2.771
H -0.753 -1.672 -3.545
H 2.842 3.615 -1.481
H 0.620 -3.784 0.820
H -0.807 3.512 -2.625
H 0.985 -2.060 0.678
H -0.375 -0.390 6.195
H 1.116 3.128 0.891
H 0.954 4.632 -0.038
H -1.131 -4.869 -0.572
H -3.596 0.537 3.474
H -2.803 0.039 5.790
H 0.852 3.639 -3.365
H 1.113 1.358 1.594
H 1.230 -4.380 -1.416
H 0.561 -3.519 -2.833

charge = +2
gap between HOMO and LUMO = 0.225 Eh
E_HOMO = -14.05 eV
LUMO level = -7.9 eV

=====

Molecular formula: ClH3P2
Method: DFT, ωB97M-V/def2-TZVPD

Cartesian coordinates (Å):
Cl -1.960 -0.066 -0.765
P 0.726 0.362 1.605
P -0.007 0.196 -0.285
H 0.587 1.092 -1.228
H 0.052 -0.739 1.705
H 0.602 -0.846 -1.032

charge = 0
gap between HOMO and LUMO = 0.307 Eh
SMILES string = P=[PH2]Cl
E_HOMO = -8.14 eV
LUMO level = 0.2 eV

=====

Molecular formula: C21H28N3O6P2Tl
Method: DFT, ωB97M-V/def2-TZVPD

Cartesian coordinates (Å):
Tl -0.165 -0.045 -1.113
P 2.329 -2.771 -1.194
P 2.510 0.011 -2.318
O 0.942 -2.234 -0.820
O 2.077 -3.914 -2.358
O 3.664 0.957 -2.950
O 2.177 0.645 -0.980
O 3.191 -3.284 -0.068
O 1.370 -0.177 -3.254
N 4.394 -1.031 -0.894
N -0.800 1.982 2.088
N 0.836 -0.137 2.226
C -3.187 -1.471 -0.370
C -4.203 0.688 0.108
C 2.903 -1.224 2.730
C 0.697 3.408 3.358
C -4.554 0.840 -1.212
C -1.384 4.265 2.599
C 2.627 1.122 3.201
C 4.260 -2.019 -3.164
C 0.399 2.177 2.673
C -3.488 -1.283 -1.719
C 1.603 -1.228 2.283
C -3.065 -2.290 -2.763
C 3.404 -0.017 3.287
C -5.287 2.127 -1.591
C -4.273 -0.192 -2.104
C 3.446 -1.502 -1.962
C -1.678 2.977 2.137
C -0.194 4.444 3.293
C -3.037 -0.594 1.978
C -3.479 -0.442 0.524
C 1.323 1.017 2.693
H -4.658 3.018 -1.664
H 5.330 -0.873 -1.248
H 1.200 -2.130 1.865
H -2.106 5.086 2.448
H -5.708 1.959 -2.569
H 3.374 1.207 -3.862
H -4.657 -0.206 -3.121
H -4.487 1.522 0.805
H 3.007 2.065 3.580
H 3.442 -2.149 2.709
H -2.569 -3.112 -2.253
H -2.668 -2.383 -0.067
H 4.579 -3.088 -2.949
H 4.415 -1.858 -0.257
H 3.661 -2.026 -4.064
H -2.115 -0.018 2.169
H 0.057 5.373 3.812
H -3.941 -2.672 -3.324
H 4.415 0.077 3.730
H 1.137 -3.875 -2.483
H -2.671 2.761 1.752
H -6.038 2.338 -0.817
H -2.398 -1.824 -3.536
H -3.818 -0.142 2.605
H -2.869 -1.668 2.136
H 4.005 -0.299 -0.319
H 5.093 -1.317 -3.411
H 1.631 3.429 3.989

charge = 0
gap between HOMO and LUMO = 0.311 Eh
E_HOMO = -8.30 eV
LUMO level = 0.2 eV

=====

Molecular formula: C32H30Cl5CuOSSi
Method: DFT, ωB97M-V/def2-TZVPD

Cartesian coordinates (Å):
Cu -0.947 -1.434 0.119
Cl -6.609 -3.413 1.909
Cl -1.537 -2.376 3.393
Cl -4.580 -2.563 4.141
Cl -2.797 -2.973 -1.855
Cl -5.562 -3.931 -1.023
S 0.450 -3.885 0.455
Si -0.868 1.585 -0.813
O -0.630 0.000 -1.021
C 4.330 -1.697 2.080
C 5.699 -1.511 2.268
C -4.542 -3.277 0.217
C -0.871 2.140 -4.871
C 0.406 2.436 0.236
C 1.275 4.033 1.838
C -2.732 -2.508 2.156
C -1.119 1.694 -3.565
C 6.524 -1.054 1.202
C -3.251 -2.887 -0.164
C -2.767 1.418 1.313
C 2.708 2.276 1.045
C -2.725 1.924 -0.086
C 4.528 -1.024 -0.242
C 1.636 1.765 0.285
C -3.640 1.067 -0.983
C -0.143 3.324 -5.032
C 5.933 -0.845 -0.058
C 1.230 -4.437 1.959
C -3.192 3.386 -0.209
C -4.082 -2.779 2.547
C 1.421 -4.768 -0.796
C 2.525 3.428 1.779
C -0.670 2.409 -2.497
C 0.037 3.633 -2.677
C 0.233 4.126 -3.968
C 0.229 3.608 0.962
C 3.715 -1.421 0.810
C 1.046 -2.039 0.558
C -2.418 -2.372 0.799
C 2.289 -1.676 0.687
C -4.977 -3.200 1.538
H 2.365 -4.228 -1.016
H -3.378 0.007 -0.913
H 6.137 -1.752 3.213
H 7.583 -0.876 1.437
H 3.644 -1.956 2.888
H -2.799 3.976 0.608
H 1.054 4.893 2.451
H -1.638 0.716 -3.419
H -3.803 1.386 1.703
H 6.579 -0.543 -0.879
H 4.073 -0.776 -1.196
H -0.677 4.173 0.980
H 1.598 -5.768 -0.406
H 0.667 5.109 -4.110
H 0.337 4.206 -1.802
H 3.396 3.774 2.372
H -2.805 3.845 -1.118
H -2.450 0.382 1.367
H -1.149 1.548 -5.682
H 0.788 -4.740 -1.711
H 0.550 -4.197 2.795
H -4.274 3.475 -0.193
H -4.634 1.176 -0.582
H -3.607 1.328 -2.041
H 1.711 0.769 -0.203
H 1.403 -5.505 1.925
H 0.063 3.605 -6.035
H 2.231 -3.962 2.126
H 3.674 1.763 0.977
H -2.195 1.989 2.030

charge = -1
multiplicity = 2
gap between HOMO and LUMO (alpha / beta) = 0.212 / 0.219 Eh
E_HOMO (alpha / beta) = -3.62 / -4.01 eV
expectation value of S² = 0.768
LUMO level (alpha / beta) = 2.1 / 2.0 eV

=====

no.,calculated total energy (eV)
1,-27877.751
2,-31147.182
3,-62264.298
4,-161682.079